A molecular structure, C7H17Br4MnN2O5 in a non-equilibrium geometry, computed with ωB97M-V/def2-TZVPD.

Properties
E_LUMO (alpha / beta): -0.2481 / -0.2466 Eh
Relative energy (zero: lowest compared OMol25 entry of this formula, charge and spin): 29.1 kcal/mol
HOMO-LUMO gap (alpha / beta): 5.61 / 5.64 eV
Multiplicity: 6
Maximum force: 4.94 eV/Å
Total charge: +1
Expectation value of S²: 8.757

The geometry in XYZ format:
```
36
Properties=species:S:1:pos:R:3:forces:R:3
Mn -0.100222 2.934394 2.817967 -0.709 -4.002 -2.812
C 0.075508 -0.104126 0.962907 -0.013 -0.271 0.193
O 0.134208 1.054864 1.736907 0.033 3.365 1.994
H -0.643662 -0.005246 0.149817 -0.159 0.034 -0.123
H 1.022788 -0.414786 0.522167 0.326 0.522 -0.140
H -0.198612 -0.972246 1.562337 -0.349 -0.049 0.243
Br -3.593682 -0.531876 -3.399813 0.263 0.507 0.226
C -2.406162 1.007074 -3.672133 0.339 0.198 -0.942
C -1.104442 0.827924 -2.954823 0.525 -0.286 0.757
Br 0.236378 2.190294 -3.503963 -0.687 -0.632 0.246
H -2.910782 1.948004 -3.452763 -0.117 -0.305 0.174
H -2.149662 0.994014 -4.731443 -0.423 0.017 -0.032
H -0.700932 -0.163196 -3.162083 0.216 0.229 -0.290
H -1.178072 0.884844 -1.868803 -0.098 0.296 -0.083
Br 2.824198 -1.662316 5.501337 -0.302 0.018 -0.817
C 2.209048 -1.031206 3.726137 0.301 -0.105 -0.521
C 2.747328 -1.851476 2.532537 0.814 0.275 1.150
Br 1.773918 -3.505996 2.454077 -0.005 -0.230 -0.312
H 2.580718 -0.006856 3.700247 -0.176 -0.073 -0.195
H 1.120588 -1.083716 3.701657 0.150 0.250 0.308
H 3.803148 -2.066036 2.697807 -0.097 -0.312 0.126
H 2.743998 -1.361826 1.558707 -0.624 0.229 0.245
C 2.326838 -1.859366 -1.832203 -0.824 -0.549 -0.207
N 2.898168 -0.783306 -2.673643 2.587 1.269 2.228
O 3.624938 0.060754 -2.085203 -1.676 -1.266 -1.269
O 2.751968 -0.891266 -3.856093 -0.341 0.367 -0.405
H 1.245698 -1.762876 -1.931823 0.016 -0.289 -0.181
H 2.556458 -1.858256 -0.766673 0.512 0.515 -0.382
H 2.691288 -2.763966 -2.319013 -0.318 -0.091 0.236
C -3.947692 1.336234 1.275367 0.537 0.213 -0.040
N -2.846132 2.371944 1.155977 -0.311 1.344 -0.486
O -2.738912 2.935464 0.079877 0.682 -1.045 2.697
O -2.242712 2.699894 2.254067 -0.344 -0.226 -1.898
H -3.707232 0.700224 2.127287 -0.214 0.108 -0.227
H -4.027122 0.828044 0.314367 0.373 -0.089 0.153
H -4.871162 1.905964 1.378907 0.114 0.065 0.385
```
Forces are in eV/Å.

natural (NBO) atomic charge list, values in e, 8 entries: 1.71, -0.23, -1.02, 0.15, 0.16, 0.17, 0.00, -0.45